Formula: C3H6N2
Source: OMol25
Level of theory: ωB97M-V with the def2-TZVPD basis set

Geometry (Å):
C -1.534 0.792 0.289
N -0.607 -0.315 0.396
C 0.729 -0.222 0.235
N 1.779 0.436 0.471
C 1.813 -0.688 -0.579
H -1.884 1.157 1.262
H -2.385 0.483 -0.333
H -1.033 1.603 -0.250
H -0.932 -1.260 0.510
H 2.255 -1.668 -0.394
H 1.800 -0.318 -1.606

The strongest force on any atom is 0.0145 Eh/bohr. The total charge is 0. The spin multiplicity is 1. The structure (SMILES) is CNC1=NC1. Its total energy is -227.33303 Eh. The energy above the lowest of the compared OMol25 structures with the same formula, charge and spin is 2.498 eV. As for the frontier orbital gap: 0.3593 Eh.



Formula: H12IO6
Source: OMol25
Level of theory: ωB97M-V with the def2-TZVPD basis set

Geometry (Å):
I -0.047 -0.310 -0.565
O 0.090 2.521 1.267
H 0.798 3.158 1.311
H 0.160 1.880 0.598
O -3.346 1.320 0.126
H -2.770 0.565 0.245
H -2.904 2.051 -0.385
O 1.556 -2.960 0.997
H 1.546 -3.836 1.390
H 0.924 -2.976 0.275
O -0.924 -0.491 -3.933
H -1.438 -0.706 -4.703
H -1.439 -0.125 -3.204
O -0.327 -0.958 2.746
H 0.131 -1.109 1.932
H -0.686 -0.023 2.835
O 3.147 0.963 -0.328
H 3.313 0.026 -0.376
H 2.211 1.015 -0.220

The strongest force on any atom is 0.0630 Eh/bohr. The total charge is -1. The spin multiplicity is 1. Its total energy is -756.42714 Eh. The energy above the lowest of the compared OMol25 structures with the same formula, charge and spin is 1.164 eV. As for the frontier orbital gap: 0.2878 Eh.



Formula: C4H7OP
Source: OMol25
Level of theory: ωB97M-V with the def2-TZVPD basis set

Geometry (Å):
C 1.019 0.459 1.287
C 1.386 0.629 0.124
C -1.107 -1.453 0.543
C 0.547 0.375 -1.120
O -1.868 1.203 0.385
P -1.192 0.079 -0.314
H 1.407 0.559 2.233
H 2.503 0.761 -0.015
H -0.238 -2.118 0.439
H -1.586 -1.367 1.504
H 0.250 1.306 -1.790
H 0.823 -0.391 -1.763
H -1.944 -0.044 -1.513

The strongest force on any atom is 0.1303 Eh/bohr. The total charge is 0. The spin multiplicity is 1. Its total energy is -573.01889 Eh. The energy above the lowest of the compared OMol25 structures with the same formula, charge and spin is 4.799 eV. As for the frontier orbital gap (alpha / beta): 0.2864 / 0.3340 Eh.



Formula: C4H7N5
Source: OMol25
Level of theory: ωB97M-V with the def2-TZVPD basis set

Geometry (Å):
C -0.035 1.611 -0.031
C 1.313 1.289 0.148
C 0.069 -0.517 -0.365
C 2.347 -1.040 -0.099
N -0.796 0.508 -0.286
N -3.730 0.296 0.061
N -3.373 -0.711 0.563
N 1.331 -0.057 -0.106
N -3.367 -1.827 0.824
H -0.441 2.590 -0.105
H 2.101 1.972 0.373
H 3.054 -0.945 -0.929
H 3.114 -0.796 0.633
H 1.883 -1.983 -0.109
H -3.176 1.113 -0.072
H -0.294 -1.503 -0.500

The strongest force on any atom is 0.0878 Eh/bohr. The total charge is 0. The spin multiplicity is 1. Its total energy is -430.29731 Eh. The energy above the lowest of the compared OMol25 structures with the same formula, charge and spin is 4.491 eV. As for the frontier orbital gap: 0.3583 Eh.



Formula: C47H37AlIN3O6P2
Source: OMol25
Level of theory: ωB97M-V with the def2-TZVPD basis set

Geometry (Å):
Al -0.563 -1.094 -1.465
C -0.250 1.321 1.473
N 0.273 0.469 2.496
C 0.512 -0.890 2.083
P 1.322 -1.088 0.389
C 2.635 0.178 0.543
C 2.580 1.222 -0.380
C 3.531 2.223 -0.390
C 4.561 2.193 0.542
C 4.618 1.170 1.475
C 3.657 0.169 1.484
C 2.113 -2.669 0.865
C 1.328 -3.688 1.403
C 1.913 -4.866 1.838
C 3.280 -5.052 1.727
C 4.061 -4.049 1.182
C 3.486 -2.864 0.755
C 0.052 0.761 3.835
C 0.005 2.099 4.258
C -0.253 2.419 5.575
C -0.420 1.426 6.525
C -0.292 0.102 6.138
C -0.069 -0.232 4.818
P -1.617 0.543 0.439
C -2.386 2.109 -0.117
C -1.615 3.189 -0.544
C -2.220 4.343 -1.024
C -3.598 4.428 -1.098
C -4.379 3.363 -0.675
C -3.777 2.209 -0.198
C -2.825 0.057 1.709
C -3.483 -1.169 1.601
C -4.437 -1.535 2.539
C -4.740 -0.681 3.590
C -4.090 0.538 3.700
C -3.139 0.911 2.765
H 0.552 1.591 0.766
H -0.633 2.255 1.912
H -0.426 -1.470 2.039
H 1.179 -1.378 2.822
H 1.778 1.211 -1.131
H 3.476 3.026 -1.127
H 5.325 2.971 0.538
H 5.431 1.145 2.205
H 3.719 -0.634 2.229
H 0.239 -3.579 1.458
H 1.282 -5.648 2.266
H 3.738 -5.988 2.059
H 5.143 -4.185 1.090
H 4.114 -2.093 0.308
H 0.192 2.907 3.540
H -0.317 3.473 5.868
H -0.640 1.684 7.564
H -0.373 -0.693 6.888
H 0.003 -1.293 4.540
H -0.519 3.136 -0.509
H -1.594 5.187 -1.335
H -4.073 5.329 -1.488
H -5.469 3.423 -0.715
H -4.400 1.363 0.113
H -3.247 -1.842 0.772
H -4.933 -2.503 2.445
H -5.497 -0.968 4.327
H -4.318 1.213 4.533
H -2.651 1.887 2.853
O -1.925 -4.347 0.088
C -1.619 -3.418 -0.621
O -0.778 -2.455 -0.286
C -2.189 -3.135 -2.028
O -2.903 -3.901 -2.636
O -1.800 -1.948 -2.441
I -5.357 1.212 -3.689
C -3.285 1.394 -3.484
C -2.572 2.314 -4.244
C -1.205 2.395 -4.032
C -0.611 1.556 -3.108
N -1.300 0.654 -2.409
C -2.621 0.595 -2.576
H -3.075 2.946 -4.968
H -0.588 3.095 -4.605
H 0.467 1.595 -2.945
H -3.160 -0.127 -1.989
O -0.442 -0.683 -4.637
C 0.646 -0.916 -4.140
N 0.887 -1.076 -2.776
C 2.226 -1.271 -2.587
O 2.765 -1.448 -1.493
C 2.924 -1.195 -3.882
C 4.266 -1.229 -4.226
C 4.584 -1.066 -5.569
C 3.597 -0.884 -6.529
C 2.251 -0.849 -6.178
C 1.941 -0.996 -4.844
H 5.041 -1.374 -3.471
H 5.635 -1.078 -5.878
H 3.889 -0.763 -7.578
H 1.455 -0.693 -6.924

The strongest force on any atom is 0.0298 Eh/bohr. The total charge is 0. The spin multiplicity is 1. Its total energy is -3652.00858 Eh. The energy above the lowest of the compared OMol25 structures with the same formula, charge and spin is 0.000 eV. As for the frontier orbital gap: 0.2699 Eh.



Formula: C2H4OS
Source: OMol25
Level of theory: ωB97M-V with the def2-TZVPD basis set

Geometry (Å):
C 1.174 0.069 0.010
S -0.133 -1.307 0.008
C -1.500 -0.157 -0.003
O -2.650 -0.402 0.019
H 1.205 0.566 1.007
H 2.144 -0.417 -0.246
H 0.840 0.755 -0.723
H -1.080 0.892 -0.072

The strongest force on any atom is 0.0421 Eh/bohr. The total charge is 0. The spin multiplicity is 1. The structure (SMILES) is CSC=O. Its total energy is -552.01111 Eh. The energy above the lowest of the compared OMol25 structures with the same formula, charge and spin is 0.478 eV. As for the frontier orbital gap: 0.3864 Eh.



Formula: C12H12Se
Source: OMol25
Level of theory: ωB97M-V with the def2-TZVPD basis set

Geometry (Å):
C -4.374 -0.306 -0.646
C -3.442 0.005 0.257
C -2.034 0.433 -0.099
Se -0.781 -0.636 0.956
C 0.887 0.079 0.229
C 0.886 1.533 -0.032
C 0.605 2.362 0.970
C 2.044 -0.660 0.808
C 3.375 -0.241 0.132
C 2.910 -0.159 -1.141
C 1.573 -0.763 -0.847
C 1.449 -2.226 -0.470
C 1.716 -2.167 0.884
H -5.379 -0.575 -0.232
H -4.278 -0.197 -1.597
H -3.417 -0.007 1.384
H -1.862 0.066 -1.184
H -1.880 1.573 -0.060
H 1.108 1.957 -1.036
H 0.374 3.432 0.852
H 0.314 1.951 1.924
H 4.277 0.116 0.612
H 3.047 0.215 -2.099
H 1.195 -2.902 -1.241
H 1.689 -2.884 1.677

The strongest force on any atom is 0.1577 Eh/bohr. The total charge is 0. The spin multiplicity is 1. The structure (SMILES) is C=CC[Se][C@]1(C=C)[C@@]23C=C[C@]21C=C3. Its total energy is -2865.57441 Eh. The energy above the lowest of the compared OMol25 structures with the same formula, charge and spin is 0.774 eV. As for the frontier orbital gap: 0.3126 Eh.



Formula: C4H8OS
Source: OMol25
Level of theory: ωB97M-V with the def2-TZVPD basis set

Geometry (Å):
C 2.899 0.562 -0.026
C 1.701 0.270 -0.542
S 1.103 -1.365 -0.512
C -0.440 -1.018 0.350
O -1.028 -0.223 -0.691
C -2.324 0.305 -0.236
H 3.218 1.591 0.108
H 3.528 -0.154 0.581
H 0.845 0.988 -0.810
H -0.981 -1.902 0.735
H -0.350 -0.440 1.325
H -2.540 1.578 -0.569
H -3.361 -0.332 -0.708
H -2.271 0.140 0.995

The strongest force on any atom is 0.0850 Eh/bohr. The total charge is 0. The spin multiplicity is 1. The structure (SMILES) is C=CSCOC. Its total energy is -630.48964 Eh. The energy above the lowest of the compared OMol25 structures with the same formula, charge and spin is 3.953 eV. As for the frontier orbital gap: 0.3437 Eh.



Formula: C4H9NO
Source: OMol25
Level of theory: ωB97M-V with the def2-TZVPD basis set

Geometry (Å):
C 0.190 1.386 -0.015
C -1.118 1.595 -0.203
C -1.801 1.400 -1.515
H 0.622 1.289 0.968
H 0.799 1.332 -0.910
H -1.716 1.760 0.687
H -2.605 2.123 -1.651
H -1.112 1.428 -2.359
H -2.243 0.400 -1.542
N 1.338 -1.445 1.170
C 1.546 -2.780 1.051
O 0.993 -3.535 0.298
H 0.902 -0.922 0.429
H 1.899 -0.909 1.815
H 2.304 -3.122 1.777

The strongest force on any atom is 0.0249 Eh/bohr. The total charge is 0. The spin multiplicity is 1. The structure (SMILES) is C=CC.NC=O. Its total energy is -287.77942 Eh. The energy above the lowest of the compared OMol25 structures with the same formula, charge and spin is 1.443 eV. As for the frontier orbital gap: 0.3938 Eh.